Formula: C64H86BaN11O9PS2
Source: the Open Molecules 2025 dataset
Level of theory: ωB97M-V with the def2-TZVPD basis set

Summary:
Orbital gap, eV: 5.39
DFT total energy, eV: -134242.04215
Molecular weight, g/mol: 1385.90
E_HOMO, eV: -1.838
Net charge: -2

Element x y z (Å)
Ba -0.642 -0.462 -0.520
C -3.760 -1.086 4.243
N -2.526 -1.579 3.668
C -1.519 -2.024 4.615
C -2.152 -1.335 2.378
O -1.001 -1.493 2.000
C -3.246 -0.899 1.405
O -2.811 -1.066 0.086
C -3.031 -2.363 -0.416
C -2.411 -2.428 -1.793
O -1.688 -1.526 -2.199
N -2.683 -3.516 -2.533
C -1.957 -3.732 -3.778
C -3.441 -4.632 -2.011
H -3.995 -1.685 5.123
H -4.587 -1.171 3.539
H -3.671 -0.037 4.547
H -1.891 -2.899 5.155
H -1.272 -1.235 5.329
H -0.625 -2.298 4.063
H -3.418 0.172 1.543
H -4.185 -1.433 1.571
H -4.103 -2.573 -0.463
H -2.527 -3.116 0.205
H -1.353 -2.863 -4.015
H -2.658 -3.906 -4.597
H -1.287 -4.590 -3.685
H -4.402 -4.306 -1.609
H -2.891 -5.161 -1.225
H -3.633 -5.326 -2.826
C -0.981 -1.496 -7.272
O 0.263 -0.839 -7.484
C 1.017 -0.613 -6.337
C 1.665 0.597 -6.258
C 2.373 0.970 -5.109
C 2.338 0.138 -4.010
C 1.725 -1.115 -4.079
C 1.733 -2.025 -2.951
N 1.641 -1.718 -1.707
N 1.961 -2.709 -0.817
C 1.016 -3.256 -0.116
O -0.241 -3.066 -0.233
C 1.518 -4.235 0.901
C 0.665 -5.218 1.392
C 1.109 -6.143 2.327
C 2.414 -6.087 2.798
C 3.266 -5.098 2.322
C 2.825 -4.184 1.379
C 1.148 -1.615 -5.305
O 0.755 -2.811 -5.446
H -1.590 -0.971 -6.526
H -0.833 -2.521 -6.936
H -1.497 -1.472 -8.234
H 1.613 1.273 -7.107
H 2.889 1.922 -5.077
H 2.806 0.424 -3.076
H 1.861 -3.079 -3.215
H -0.354 -5.242 1.027
H 0.432 -6.906 2.696
H 2.764 -6.807 3.529
H 4.281 -5.031 2.702
H 3.472 -3.406 0.996
C -2.953 6.267 2.105
C -4.119 5.318 1.823
N -3.872 4.486 0.658
C -4.421 4.956 -0.596
C -5.872 4.517 -0.780
C -3.048 3.379 0.747
S -2.703 2.499 -0.647
N -2.651 3.144 2.016
C -1.774 2.203 2.373
O -1.139 1.394 1.686
C -1.524 2.168 3.871
C -2.206 2.980 4.773
C -1.916 2.921 6.128
C -0.937 2.055 6.599
C -0.255 1.240 5.705
C -0.554 1.293 4.352
H -3.158 6.894 2.977
H -2.768 6.910 1.242
H -2.059 5.676 2.296
H -5.036 5.886 1.644
H -4.269 4.670 2.684
H -3.820 4.536 -1.399
H -4.344 6.049 -0.630
H -5.918 3.428 -0.795
H -6.272 4.896 -1.723
H -6.499 4.881 0.038
H -2.957 3.660 4.398
H -2.450 3.562 6.821
H -0.707 2.019 7.658
H 0.516 0.566 6.062
H -0.044 0.663 3.632
C -1.993 2.222 -5.751
C -1.102 2.820 -4.733
N -0.646 4.031 -4.761
N 0.175 4.102 -3.670
C 0.231 2.959 -2.961
S 1.170 2.702 -1.618
N -0.605 2.130 -3.645
N -0.899 0.838 -3.245
H -2.438 3.008 -6.357
H -2.769 1.622 -5.279
H -1.407 1.564 -6.398
H 0.674 4.937 -3.436
H -0.331 0.158 -3.750
H -1.884 0.610 -3.409
O -3.671 -0.067 -4.208
C -4.602 -0.555 -3.573
N -4.717 -0.676 -2.237
C -5.923 -1.208 -1.930
O -6.339 -1.501 -0.812
C -6.703 -1.465 -3.214
C -7.960 -1.966 -3.471
C -8.339 -2.118 -4.807
C -7.472 -1.776 -5.837
C -6.209 -1.250 -5.565
C -5.852 -1.099 -4.243
H -8.633 -2.227 -2.664
H -9.321 -2.512 -5.040
H -7.781 -1.919 -6.866
H -5.527 -0.972 -6.359
C 4.761 -1.163 5.611
C 3.278 -0.985 5.295
C 3.108 -0.087 4.058
C 4.234 -0.304 3.021
C 4.705 -1.756 3.149
C 5.432 -1.968 4.483
P 3.560 -0.018 1.289
C 5.110 -0.010 0.190
C 6.511 -0.003 0.845
C 7.525 -0.831 0.044
C 7.363 -0.569 -1.451
C 5.991 -1.073 -1.939
C 4.979 -1.181 -0.793
C 3.254 1.831 1.255
C 4.426 2.741 1.698
C 4.079 3.540 2.954
C 2.865 4.450 2.716
C 1.792 3.758 1.851
C 1.939 2.240 1.930
H 4.889 -1.668 6.571
H 5.219 -0.173 5.701
H 2.759 -0.540 6.148
H 2.831 -1.967 5.121
H 3.103 0.954 4.384
H 2.142 -0.297 3.587
H 5.067 0.376 3.233
H 5.358 -2.045 2.322
H 3.824 -2.395 3.088
H 6.478 -1.662 4.380
H 5.427 -3.031 4.742
H 5.001 0.907 -0.400
H 6.486 -0.391 1.863
H 6.878 1.025 0.900
H 7.386 -1.898 0.242
H 8.539 -0.572 0.367
H 8.171 -1.054 -2.005
H 7.452 0.508 -1.621
H 6.098 -2.054 -2.408
H 5.597 -0.397 -2.702
H 5.115 -2.125 -0.255
H 3.970 -1.203 -1.199
H 3.080 1.987 0.184
H 4.661 3.445 0.893
H 5.325 2.152 1.888
H 4.940 4.141 3.264
H 3.862 2.846 3.769
H 3.196 5.369 2.225
H 2.443 4.733 3.685
H 1.892 4.053 0.804
H 0.793 4.056 2.178
H 1.110 1.761 1.412
H 1.900 1.943 2.978

Results of the Löwdin charge analysis, in e, for atoms 1 through 5: number 1, Ba, carries 1.96; number 2, C, carries -0.04; number 3, N, carries -0.13; number 4, C, carries -0.03; number 5, C, carries -0.43